Formula: C11H23CoN2O4P2
Source: OMol25
Level of theory: ωB97M-V with the def2-TZVPD basis set

ORCA input file:
```
! RIJCOSX wB97M-V def2-TZVPD def2/J DEFGRID3
* xyz 1 4
Co -0.268 -0.170 1.034
P -2.127 0.558 0.302
P 1.777 -0.938 1.186
O -0.772 1.491 3.289
O 0.663 -0.049 3.952
O 3.766 2.568 -2.204
O 0.273 4.669 -1.049
N -0.217 -1.191 -0.803
N -0.007 0.364 3.019
C 1.759 -2.358 2.325
C -1.368 -1.480 -1.400
C 3.096 0.201 1.660
C 0.969 -1.721 -1.266
C -0.253 -2.792 -3.085
C -1.439 -2.316 -2.521
C 0.947 -2.480 -2.471
C 2.091 -1.522 -0.449
C -2.288 1.921 -0.895
C -3.467 0.725 1.513
C -2.600 -0.879 -0.765
H -3.076 -1.633 -0.118
H 1.920 -2.795 -2.846
H -2.138 2.869 -0.362
H 1.084 -3.127 1.930
H 2.772 -2.763 2.405
H 3.045 -1.928 -0.771
H 1.399 -2.020 3.304
H 4.061 -0.321 1.672
H -3.261 1.600 2.147
H 3.129 1.025 0.935
H -3.279 1.897 -1.375
H -4.426 0.871 1.002
H -2.426 -2.544 -2.919
H -3.300 -0.523 -1.528
H 2.869 2.426 -2.557
H -0.285 -3.380 -4.003
H -0.427 4.617 -0.394
H 4.345 2.216 -2.888
H 2.845 0.570 2.663
H -1.506 1.842 -1.663
H 0.963 5.189 -0.590
H -3.496 -0.183 2.132
H -1.350 1.489 2.452
*
```

Output
<S²>: 3.822
HOMO energy (alpha / beta) (eV): -10.09 / -11.73
Energy relative to the best compared isomer or geometry (same formula, charge and spin) (kJ/mol): 53.5
Kohn-Sham gap (alpha / beta) (eV): 6.5 / 6.9


Formula: C11H23IMoNO2P2
Source: OMol25
Level of theory: ωB97M-V with the def2-TZVPD basis set

ORCA input file:
```
! RIJCOSX wB97M-V def2-TZVPD def2/J DEFGRID3
* xyz 3 3
I -0.033 1.792 1.963
Mo 0.098 0.599 -0.477
P 1.951 -0.819 0.178
P -2.188 0.685 -0.772
O 1.329 2.985 -2.544
O -0.218 4.231 -1.120
N -0.123 -0.949 -1.916
C -1.346 -2.247 -3.493
C -2.272 2.036 -1.974
C 3.528 -0.126 0.778
C 2.227 -0.905 -1.642
C 1.041 -2.419 -3.408
C 1.040 -1.476 -2.368
C -3.545 0.872 0.392
C -2.547 -0.756 -1.809
C 2.067 -2.482 0.922
C -0.167 -2.763 -4.019
C -1.316 -1.351 -2.430
H -0.176 -3.437 -4.889
H 3.418 0.100 1.853
H 0.954 3.806 -2.081
H -3.049 -1.507 -1.178
H 3.126 -1.549 -1.775
H -3.344 1.774 0.989
H -3.281 1.978 -2.384
H 2.005 -2.375 2.023
H -1.525 1.911 -2.770
H -0.060 3.792 -0.254
H 2.420 0.150 -2.009
H -2.102 2.993 -1.465
H -4.462 0.992 -0.201
H 2.295 3.046 -2.658
H 3.760 0.790 0.219
H -0.836 4.960 -0.979
H 2.003 -2.838 -3.715
H 3.033 -2.952 0.689
H -3.596 -0.029 1.028
H 4.331 -0.865 0.640
H -3.260 -0.439 -2.582
H 1.251 -3.132 0.581
H -2.322 -2.505 -3.910
*
```

Output
<S²>: 2.148
HOMO energy (alpha / beta) (eV): -19.65 / -19.72
Kohn-Sham gap (alpha / beta) (eV): 6.4 / 7.3


Formula: C11H23MoN5O7
Source: OMol25
Level of theory: ωB97M-V with the def2-TZVPD basis set

ORCA input file:
```
! RIJCOSX wB97M-V def2-TZVPD def2/J DEFGRID3
* xyz 2 3
Mo -0.050 -0.796 0.292
O -1.371 -2.092 -0.098
O 1.116 -0.036 -1.044
O 3.375 -0.045 -0.895
O -1.789 -4.349 -0.273
O -0.227 1.747 -2.491
O -0.721 2.520 -4.559
O 1.235 -0.376 -3.585
N -1.303 -0.776 2.057
N 0.276 -3.659 0.422
N 1.167 0.440 1.807
N -1.141 1.078 0.146
N 1.100 -2.546 0.796
C 0.907 1.884 1.460
C -0.117 1.671 -3.727
C -2.585 0.640 0.341
C -0.677 -0.330 3.358
C -2.621 -0.153 1.693
C 0.789 0.121 3.213
C -1.059 -3.476 -0.001
C -0.611 2.126 1.103
C 2.426 0.083 -2.976
C 2.386 -0.013 -1.518
C 0.651 0.564 -4.498
H 3.287 -0.489 -3.292
H -2.859 0.030 -0.480
H 0.739 -4.566 0.200
H 1.406 1.051 -5.186
H 2.661 1.111 -3.266
H -2.935 0.475 2.515
H 2.098 0.157 1.631
H 0.891 1.031 3.790
H -0.694 -1.199 4.018
H -1.247 0.538 3.691
H -0.605 3.122 0.669
H -1.256 2.113 2.020
H -1.459 -1.755 2.216
H -0.043 0.056 -5.189
H 1.536 -0.639 3.600
H 1.254 2.563 2.281
H -3.345 1.504 0.382
H 1.954 -2.418 0.252
H -1.005 1.435 -0.767
H -3.386 -0.913 1.596
H 1.560 2.164 0.608
H 1.464 -2.822 1.736
H -1.169 3.224 -4.045
*
```

Output
<S²>: 2.011
HOMO energy (alpha / beta) (eV): -15.77 / -15.88
Energy relative to the best compared isomer or geometry (same formula, charge and spin) (kJ/mol): 196.8
Kohn-Sham gap (alpha / beta) (eV): 8.0 / 8.2


Formula: C11H23N2
Source: OMol25
Level of theory: ωB97M-V with the def2-TZVPD basis set

ORCA input file:
```
! RIJCOSX wB97M-V def2-TZVPD def2/J DEFGRID3
* xyz 1 1
N -1.015 -1.612 0.136
N -1.683 -0.581 0.074
C 1.496 -0.877 -2.074
C 0.084 -1.798 1.142
C -1.913 0.412 1.044
C 2.408 1.530 -1.500
C -1.090 -2.709 -0.785
C -2.176 1.720 0.398
C -3.067 -0.156 1.798
C 1.926 0.219 -1.540
C 2.345 0.851 -0.206
C -1.083 2.483 -0.367
C 3.754 0.308 0.423
H -2.940 1.444 -0.404
H -0.186 -3.157 -0.893
H 1.489 -1.805 -1.521
H 1.611 1.078 0.610
H -1.108 0.643 1.718
H -0.525 3.244 0.191
H 0.406 -2.829 1.015
H -0.302 1.811 -0.927
H -1.355 -2.319 -1.845
H 4.574 0.868 0.056
H 3.831 -0.750 0.169
H -1.501 3.027 -1.186
H 3.793 0.432 1.471
H 0.835 -1.027 1.086
H -3.890 -0.379 1.222
H -2.725 2.418 0.975
H 1.837 2.461 -1.669
H 3.426 1.548 -1.969
H -1.835 -3.515 -0.573
H -0.113 -1.652 2.159
H -2.947 -1.077 2.322
H 0.952 -0.869 -3.086
H -3.308 0.613 2.536
*
```

Output
HOMO energy (eV): -12.31
Energy relative to the best compared isomer or geometry (same formula, charge and spin) (kJ/mol): 634.0
Kohn-Sham gap (eV): 7.4


Formula: C11H23N3
Source: OMol25
Level of theory: ωB97M-V with the def2-TZVPD basis set

ORCA input file:
```
! RIJCOSX wB97M-V def2-TZVPD def2/J DEFGRID3
* xyz 0 1
N 0.925 0.800 0.007
N -1.229 -0.272 0.260
N -0.019 -0.059 0.679
C 1.632 2.636 1.471
C -2.904 -1.815 -0.909
C -2.259 0.456 1.023
C 0.763 -2.264 0.826
C 1.704 -2.807 -0.150
C 1.950 -0.196 -2.161
C 2.004 1.271 0.870
C 1.054 0.850 -1.441
C -1.731 -0.768 -0.969
C 2.142 -2.763 1.104
C -2.098 1.934 1.109
H 1.367 -1.117 -2.490
H 2.078 0.576 1.630
H 0.058 0.969 -1.806
H -0.085 -2.836 1.077
H -2.440 -2.873 -1.159
H 1.138 3.251 0.696
H 2.558 -0.597 -1.324
H 2.867 -2.770 1.814
H 1.929 -3.386 -1.072
H -3.371 -1.900 0.110
H 2.432 3.397 1.764
H 2.932 1.298 0.148
H -2.766 2.428 0.358
H -2.149 0.000 -1.582
H -3.718 -1.624 -1.601
H -1.117 2.171 0.782
H -2.189 0.056 1.995
H -1.053 -1.315 -1.465
H 1.503 1.864 -1.669
H 0.936 2.544 2.370
H -3.171 0.234 0.575
H -2.203 2.332 2.146
H 2.531 0.295 -3.016
*
```

Output
HOMO energy (alpha / beta) (eV): -6.39 / -6.40
Energy relative to the best compared isomer or geometry (same formula, charge and spin) (kJ/mol): 965.2
Kohn-Sham gap (alpha / beta) (eV): 7.4 / 7.4


Formula: C11H23N5O5
Source: OMol25
Level of theory: ωB97M-V with the def2-TZVPD basis set

ORCA input file:
```
! RIJCOSX wB97M-V def2-TZVPD def2/J DEFGRID3
* xyz 0 1
O -1.140 1.732 -2.182
O 1.036 2.365 3.095
O -2.838 -1.667 -4.668
O -3.282 0.122 0.169
O 1.422 0.752 1.548
N 1.122 -0.471 4.867
N -1.262 -1.635 -3.064
N -1.446 0.511 1.283
N -2.181 1.039 -4.044
N 3.559 1.950 4.272
C 1.782 1.378 2.536
C -2.139 2.313 -4.757
C -1.703 0.838 -2.810
C 3.272 -0.410 3.625
C -1.794 -2.095 -4.195
C -2.072 0.017 0.243
C 3.171 1.056 3.152
C -1.032 -3.189 -4.905
C -1.257 -0.728 -0.801
C -1.849 -0.586 -2.218
C 2.565 -0.718 4.951
H -0.925 -4.043 -4.240
H -1.590 -3.487 -5.792
H 2.995 -0.115 5.758
H -1.250 -1.777 -0.507
H 0.672 -0.634 5.769
H -2.625 0.245 -4.496
H 3.895 1.195 2.342
H 0.693 -1.048 4.144
H 3.560 2.923 3.964
H -0.052 -2.817 -5.198
H 2.881 -1.072 2.846
H -2.448 2.171 -5.794
H -2.024 0.976 1.958
H 0.247 2.453 2.541
H 2.891 1.838 5.039
H -1.126 2.719 -4.733
H -0.390 -2.035 -2.761
H 2.732 -1.770 5.206
H -0.231 -0.357 -0.793
H -2.922 -0.780 -2.155
H -0.435 0.465 1.327
H -2.813 3.022 -4.273
H 4.332 -0.649 3.751
*
```

Output
HOMO energy (eV): -9.25
Energy relative to the best compared isomer or geometry (same formula, charge and spin) (kJ/mol): 0.0
Kohn-Sham gap (eV): 9.8
Structure (SMILES): CNC(=O)[C@H](CC(N)=O)NC(C)=O.NCC[C@H](N)C(=O)O


Formula: C11H23NO3S
Source: OMol25
Level of theory: ωB97M-V with the def2-TZVPD basis set

ORCA input file:
```
! RIJCOSX wB97M-V def2-TZVPD def2/J DEFGRID3
* xyz 0 1
S 3.402 -1.588 -2.007
O 4.278 -2.599 -2.832
O 2.820 -2.432 -0.671
O 2.143 -1.126 -3.055
N 0.394 1.043 -2.159
C 1.401 -0.243 -0.216
C -1.563 -0.908 0.565
C 0.285 -0.260 -1.410
C -0.249 2.218 -1.494
C 0.729 3.068 -0.460
C 1.993 -1.681 0.246
C -1.928 0.531 1.325
C -2.321 0.245 2.920
C 0.811 -1.415 -2.507
C -1.215 -0.744 -1.012
C -0.963 -0.132 3.809
H -0.753 -1.420 1.233
H 1.832 3.180 -0.832
H -0.515 2.997 -2.361
H -2.969 -0.748 2.901
H 0.938 0.254 0.768
H -1.993 0.035 -1.470
H -0.658 -1.265 3.691
H 0.051 -1.299 -3.421
H -0.058 0.527 3.438
H 0.655 -2.507 -2.113
H -1.492 -1.779 -1.540
H -1.187 0.142 4.934
H 0.192 4.072 -0.189
H -2.548 -1.569 0.682
H 0.013 0.859 -3.118
H -1.066 1.327 1.225
H -2.929 1.134 3.402
H 1.073 -2.383 0.543
H 2.584 -1.530 1.272
H 0.762 2.417 0.540
H 2.222 0.561 -0.546
H -2.920 0.993 0.850
H -1.251 2.027 -0.929
*
```

Output
HOMO energy (eV): -9.38
Kohn-Sham gap (eV): 10.0


Formula: C11H23NO6PS
Source: OMol25
Level of theory: ωB97M-V with the def2-TZVPD basis set

ORCA input file:
```
! RIJCOSX wB97M-V def2-TZVPD def2/J DEFGRID3
* xyz 1 1
S 1.705 6.341 -0.243
P -0.239 4.438 -0.896
O -1.432 5.510 -0.417
O 0.011 3.239 0.278
O 3.415 6.215 -0.160
O 1.260 5.940 1.127
O -0.780 3.725 -2.108
O 1.211 5.192 -1.361
N 0.062 -2.239 0.731
C 3.723 4.851 -0.356
C 3.802 3.630 -0.462
C -0.753 -4.016 2.119
C -1.156 -1.304 0.668
C -1.334 -0.928 -1.907
C -2.001 -1.351 -0.598
C -0.484 -4.636 0.760
C 1.315 -1.448 0.432
C -0.973 0.552 -1.954
C 0.169 -2.816 2.153
C 0.005 -3.502 -0.135
H 3.480 2.562 -0.635
H 2.178 -2.106 0.529
H -0.559 -4.711 2.936
H -1.376 -5.117 0.353
H 1.206 -3.125 2.309
H -1.097 6.141 0.259
H -2.435 -2.350 -0.713
H 0.288 -5.406 0.833
H 1.250 -1.065 -0.585
H -1.806 -1.568 1.505
H -2.034 -1.134 -2.722
H -1.856 1.175 -1.800
H 0.244 3.673 1.131
H -0.554 0.800 -2.931
H 1.389 -0.634 1.155
H 1.018 -3.713 -0.484
H -2.862 -0.694 -0.433
H -0.441 -1.524 -2.115
H -0.107 -2.052 2.880
H -0.230 0.811 -1.196
H -1.799 -3.707 2.191
H -0.801 -0.291 0.867
H -0.623 -3.355 -1.007
*
```

Output
HOMO energy (eV): -12.69
Kohn-Sham gap (eV): 10.2


Number 1: molecular weight 368.2 g mol⁻¹. Number 2: molecular weight 486.1 g mol⁻¹. Number 3: molecular weight 433.3 g mol⁻¹. Number 4: molecular weight 183.3 g mol⁻¹. Number 5: molecular weight 197.3 g mol⁻¹. Number 6: molecular weight 305.3 g mol⁻¹. Number 7: molecular weight 249.4 g mol⁻¹. Number 8: molecular weight 328.3 g mol⁻¹.